Record 1
55
Properties=species:S:1:pos:R:3 method="wB97M-V/def2-TZVPD" total_charge=-2 lumo_ev=3.5966 homo_lumo_gap_ev=4.70 e_above_lowest_kcal_mol=96.9
Zr -0.341 -0.807 -1.165
O -4.130 0.963 -0.291
S -3.523 -0.083 -1.100
O -4.470 -1.088 -1.503
O -2.313 -0.710 -0.384
C -2.743 0.746 -2.475
C -3.554 1.535 -3.281
C -2.978 2.192 -4.350
C -1.609 2.058 -4.569
C -0.825 1.278 -3.734
C -1.364 0.580 -2.642
S -1.590 1.296 0.600
O -1.802 0.981 1.991
O -0.900 3.203 0.878
O -0.237 0.755 0.142
H -4.612 1.609 -3.053
H -3.579 2.798 -5.020
H -1.148 2.563 -5.412
H 0.228 1.172 -3.952
S 0.616 3.467 0.579
C 1.440 2.670 1.858
N 2.754 2.420 1.677
C 3.481 1.702 2.565
C 2.944 1.331 3.752
C 1.591 1.632 4.008
C 0.844 2.279 3.063
H 3.095 2.475 0.718
H 4.482 1.448 2.252
H 3.530 0.769 4.463
H 1.138 1.336 4.943
H -0.218 2.430 3.177
F 1.869 -0.663 -0.115
B 2.522 0.090 -1.144
F 1.463 0.694 -1.890
F 3.314 1.112 -0.562
F 3.324 -0.713 -1.915
O 0.878 -1.956 -2.155
S 0.261 -2.352 -3.509
O 0.812 -3.620 -3.942
O 0.473 -1.256 -4.437
S -1.674 -2.506 -3.056
C -0.626 -3.037 -0.057
C -0.125 -2.617 1.211
C -0.973 -2.053 2.202
C -0.494 -1.687 3.444
C 0.846 -1.861 3.782
C 1.703 -2.409 2.828
C 1.235 -2.795 1.589
H -1.692 -3.167 -0.169
H -0.001 -3.669 -0.669
H -2.015 -1.895 1.958
H -1.183 -1.259 4.168
H 1.214 -1.598 4.770
H 2.755 -2.541 3.065
H 1.910 -3.241 0.868

=====

Record 2
45
Properties=species:S:1:pos:R:3 method="wB97M-V/def2-TZVPD" total_charge=+2 lumo_ev=-9.3126 homo_lumo_gap_ev=6.55 e_above_lowest_kcal_mol=6.0
Ru -1.367 -0.200 0.277
N 0.611 1.789 -0.984
P 0.714 0.266 -0.374
C 0.541 0.100 1.423
C 1.051 -1.081 2.008
C 0.668 -1.425 3.287
C -0.289 -0.662 3.958
C -0.795 0.507 3.402
C -0.354 0.931 2.145
C 2.036 -0.614 -1.094
C 1.808 -1.384 -2.241
C 2.881 -2.028 -2.830
C 4.152 -1.900 -2.286
C 4.374 -1.131 -1.148
C 3.318 -0.483 -0.537
C -0.595 2.492 -0.903
C -0.697 3.802 -1.342
C -1.904 4.453 -1.190
C -2.962 3.786 -0.580
C -2.781 2.486 -0.177
N -1.620 1.816 -0.358
H 1.373 2.191 -1.517
H 1.693 -1.740 1.438
H 1.065 -2.322 3.742
H -0.633 -0.975 4.936
H -1.483 1.124 3.964
H -0.591 1.928 1.804
H 0.814 -1.496 -2.652
H 2.723 -2.635 -3.711
H 4.985 -2.410 -2.752
H 5.370 -1.041 -0.736
H 3.485 0.112 0.353
H 0.160 4.296 -1.779
H -2.015 5.475 -1.526
H -3.917 4.266 -0.420
H -3.577 1.943 0.307
F -2.319 -0.862 -1.514
C -3.171 -0.813 -0.432
F -4.161 0.003 -0.641
H -3.441 -1.815 -0.092
F -1.291 -2.032 1.023
B -0.988 -3.578 0.029
F -0.441 -4.326 0.972
F -2.251 -3.812 -0.363
F -0.180 -2.999 -0.891

=====

Record 3
49
Properties=species:S:1:pos:R:3 method="wB97M-V/def2-TZVPD" total_charge=+3 lumo_ev="-12.5768 / -12.6275" homo_lumo_gap_ev="4.44 / 4.25" e_above_lowest_kcal_mol=42.8
Os 0.362 0.022 -0.061
Br -2.785 -2.072 3.545
C -2.128 -0.339 3.435
C -2.430 0.608 4.394
C -1.910 1.899 4.320
Br -2.318 3.100 5.662
C -1.028 2.278 3.242
C -0.431 3.542 3.085
C 0.414 3.766 2.016
C 0.651 2.741 1.107
N 0.111 1.531 1.268
C -0.725 1.304 2.297
C -1.270 -0.019 2.336
O -0.948 -0.861 1.433
H -3.073 0.338 5.222
H -0.651 4.333 3.791
H 0.892 4.724 1.867
H 1.260 2.903 0.226
O -2.768 1.848 -2.215
C -1.832 1.135 -2.069
O -1.010 1.119 -1.000
C -1.332 0.174 -3.129
C -1.298 0.428 -4.496
C -0.458 -0.359 -5.274
C 0.459 -1.245 -4.736
C 0.379 -1.453 -3.371
C -0.620 -0.874 -2.617
N 1.422 -2.052 -2.588
O 2.198 -2.833 -3.016
O 1.504 -1.608 -1.385
N -0.475 -0.177 -6.756
O -1.245 0.646 -7.177
O 0.280 -0.887 -7.374
H -1.884 1.217 -4.951
H 1.219 -1.709 -5.352
H -0.822 -1.234 -1.607
N 2.614 -3.872 3.553
C 2.880 -2.833 2.498
C 1.655 -1.945 2.227
N 1.941 -1.011 1.108
H 3.460 -4.424 3.735
H 1.877 -4.524 3.269
H 2.336 -3.452 4.445
H 3.165 -3.356 1.585
H 3.731 -2.237 2.823
H 1.397 -1.364 3.114
H 0.792 -2.554 1.957
H 2.360 -1.555 0.347
H 2.647 -0.338 1.403

=====

Record 4
46
Properties=species:S:1:pos:R:3 method="wB97M-V/def2-TZVPD" total_charge=+1 lumo_ev=-2.7531 homo_lumo_gap_ev=8.78
Ga 0.141 1.663 0.178
Cl 2.201 2.190 -2.243
C 2.876 1.591 -0.787
C 2.121 1.380 0.338
C 2.709 0.884 1.463
Cl 1.813 0.668 2.939
C 4.024 0.497 1.465
Cl 4.624 -0.298 2.805
C 4.741 0.617 0.280
Cl 6.386 -0.026 0.142
C 4.183 1.147 -0.880
Cl 4.942 0.852 -2.342
Cl -5.934 4.811 1.725
C -4.335 4.268 1.085
C -3.517 3.516 1.828
C -2.321 3.080 1.247
Cl -1.174 2.180 2.184
C -2.002 3.270 -0.056
O -0.788 2.982 -0.560
C -2.880 4.095 -0.868
Cl -2.386 4.357 -2.476
C -3.966 4.614 -0.264
H -3.839 3.286 2.866
H -4.642 5.230 -0.772
C -1.982 -4.217 0.786
C -1.859 -3.619 -0.584
C -1.968 -2.104 -0.600
S -0.765 -1.302 0.504
O -0.697 0.125 -0.160
C 0.883 -1.946 0.191
C 1.219 -2.067 -1.275
C 2.742 -2.237 -1.388
H -1.682 -5.257 0.877
H -2.890 -3.991 1.332
H -1.177 -3.897 1.406
H -2.690 -3.906 -1.272
H -0.936 -3.958 -1.045
H -2.905 -1.670 -0.183
H -1.803 -1.638 -1.521
H 0.955 -2.990 0.640
H 1.499 -1.283 0.774
H 0.966 -1.118 -1.798
H 0.729 -2.934 -1.695
H 3.221 -1.645 -0.680
H 3.171 -1.913 -2.335
H 2.993 -3.287 -1.271

=====

Record 5
45
Properties=species:S:1:pos:R:3 method="wB97M-V/def2-TZVPD" lumo_ev="-0.6015 / -0.6290" homo_lumo_gap_ev="7.66 / 7.63" e_above_lowest_kcal_mol=5.2
Co -0.602 1.794 0.311
N 3.640 -4.789 -1.220
C 3.311 -3.455 -1.180
C 4.205 -2.514 -0.658
C 3.884 -1.171 -0.649
C 2.671 -0.746 -1.169
C 1.774 -1.667 -1.695
C 2.087 -3.010 -1.700
S 2.247 0.959 -1.144
O 1.513 1.277 -2.332
O 3.417 1.705 -0.788
N 1.133 1.059 0.063
C 1.280 0.692 1.337
N 0.072 0.914 1.928
C -0.129 0.461 3.156
C 0.908 -0.147 3.842
C 2.128 -0.240 3.186
N 2.342 0.165 1.941
H 4.402 -5.109 -0.651
H 2.908 -5.457 -1.379
H 5.157 -2.844 -0.260
H 4.566 -0.442 -0.235
H 0.835 -1.329 -2.114
H 1.391 -3.727 -2.119
H -1.114 0.610 3.579
H 0.779 -0.516 4.847
H 2.983 -0.673 3.694
O -1.739 3.350 0.936
C -1.403 3.865 -0.164
O -0.835 3.140 -1.033
H -1.573 4.928 -0.368
Cl -3.076 -0.620 1.757
C -3.700 0.364 0.459
C -5.020 0.773 0.533
C -5.547 1.548 -0.486
C -4.753 1.898 -1.572
C -3.437 1.484 -1.629
C -2.868 0.708 -0.612
C -1.439 0.341 -0.659
H -5.621 0.485 1.384
H -6.578 1.871 -0.434
H -5.164 2.497 -2.374
H -2.808 1.769 -2.463
H -1.218 -0.622 -0.207
H -1.012 0.420 -1.657

=====

Record 6
41
Properties=species:S:1:pos:R:3 method="wB97M-V/def2-TZVPD" lumo_ev=-0.7509 smiles="O=C(/C=C/c1cccs1)c1cc(F)ccc1OC(=O)N1CCOCC1" homo_lumo_gap_ev=7.93 e_above_lowest_kcal_mol=10.6
O 0.741 1.048 -0.093
C 1.120 0.204 0.701
C 2.411 -0.472 0.577
C 3.283 -0.120 -0.388
C 4.555 -0.715 -0.613
C 5.471 -0.381 -1.585
C 6.637 -1.160 -1.540
C 6.610 -2.083 -0.539
S 5.161 -2.022 0.371
C 0.291 -0.226 1.866
C 0.881 -0.458 3.102
C 0.092 -0.825 4.174
F 0.677 -1.036 5.372
C -1.276 -0.982 4.050
C -1.873 -0.755 2.824
C -1.103 -0.368 1.733
O -1.589 -0.099 0.485
C -2.877 -0.274 0.081
O -3.752 -0.806 0.722
N -3.033 0.193 -1.174
C -4.340 0.174 -1.796
C -4.807 1.617 -2.023
O -3.865 2.343 -2.778
C -2.610 2.378 -2.134
C -2.055 0.967 -1.913
H 2.636 -1.278 1.258
H 3.008 0.689 -1.054
H 5.298 0.402 -2.302
H 7.462 -1.045 -2.220
H 7.362 -2.802 -0.280
H 1.943 -0.327 3.243
H -1.864 -1.275 4.905
H -2.937 -0.877 2.708
H -5.029 -0.361 -1.143
H -4.263 -0.341 -2.759
H -5.737 1.636 -2.592
H -4.964 2.104 -1.048
H -1.949 2.952 -2.784
H -2.701 2.889 -1.164
H -1.113 1.013 -1.369
H -1.898 0.482 -2.883